An isolated molecule of C2H4N2OS in a non-equilibrium geometry. Source: the OMol25 dataset; level of theory: the ωB97M-V functional and the def2-TZVPD basis.

Properties
HOMO level ... -8.947 eV
Maximum force ... 2.008 eV/A
Energy relative to the best compared isomer or geometry (same formula, charge and spin) ... 0.523 eV
Gap between HOMO and LUMO ... 9.194 eV
SMILES string ... NC(=S)NC=O
Total charge ... 0

Last columns: bonded neighbours and bond lengths (Å).
Cartesian coordinates (Å):
1 N 0.97513 1.15981 0.01226  C2 1.344, H7 0.998, H8 0.970
2 C 0.98231 -0.18403 0.03011  N1 1.344, S3 1.639, N4 1.394
3 S 2.31727 -1.12796 -0.08209  C2 1.639
4 N -0.27001 -0.76653 0.21859  C2 1.394, C5 1.397, H9 1.007
5 C -1.53323 -0.30477 -0.16028  N4 1.397, O6 1.212, H10 1.109
6 O -2.52758 -0.98803 -0.04568  C5 1.212
7 H 0.16450 1.63409 0.35007  N1 0.998
8 H 1.82344 1.60102 -0.15014  N1 0.970
9 H -0.31384 -1.76393 0.34774  N4 1.007
10 H -1.61799 0.74035 -0.52058  C5 1.109